*i*
Density functional theory data (the ωB97M-V functional and the def2-TZVPD basis) for a single C2H8N4O molecule.

Computed properties:
LUMO level (spin up / spin down)	0.0293 / 0.0294	hartree
HOMO (spin up / spin down)	-7.92 / -7.92	eV
SMILES string	CON(C)/N=N/N
HOMO-LUMO gap (spin up / spin down)	0.321 / 0.321	Eh

Geometry as ORCA input:
```
! RIJCOSX wB97M-V def2-TZVPD def2/J DEFGRID3
* xyz 0 1
C -2.07885 -0.30924 0.50077
C 1.09443 -1.80459 0.22552
N 0.37787 -0.54257 0.20244
N 1.00068 2.58704 -0.72409
O -1.16608 -0.56285 -0.53315
N 1.07258 0.49622 -0.20673
N 0.37682 1.39982 -0.74550
H 0.64459 3.23850 -1.40922
H 1.92596 2.61407 -0.30917
H -2.00570 0.72294 0.87286
H -3.09274 -0.44621 0.09882
H -1.93355 -0.99396 1.34776
H 0.94667 -2.30855 -0.73396
H 2.16361 -1.65929 0.39831
H 0.67372 -2.43130 1.01534
*
```

***

*ii*
Density functional theory data (the ωB97M-V functional and the def2-TZVPD basis) for a single C2H8N4O molecule.

Computed properties:
LUMO level	0.0350	hartree
HOMO	-8.34	eV
SMILES string	CNN/C(O)=N\N
HOMO-LUMO gap	0.341	Eh

Geometry as ORCA input:
```
! RIJCOSX wB97M-V def2-TZVPD def2/J DEFGRID3
* xyz 0 1
C 2.38927 -0.00834 -0.08343
N 0.13873 0.75945 -0.05838
N 1.17597 0.19340 -0.86848
C -0.65024 -0.28284 0.38669
N -2.57607 0.66777 -0.29950
O -0.04151 -1.23812 1.11391
N -1.93307 -0.43565 0.19774
H -0.74011 -1.83959 1.41451
H -0.45401 1.41713 -0.56804
H 0.84913 -0.67596 -1.33763
H -3.45865 0.36466 -0.72122
H -2.87846 1.27205 0.47052
H 2.51330 0.73787 0.70774
H 3.26606 0.06794 -0.73297
H 2.39969 -0.99978 0.37855
*
```

***

*iii*
Density functional theory data (the ωB97M-V functional and the def2-TZVPD basis) for 2 unconnected molecules or ions with the total composition C2H8N4O.

Computed properties:
LUMO level	0.0192	hartree
HOMO	-9.40	eV
SMILES string	N=C(N)N.NC=O
HOMO-LUMO gap	0.365	Eh

Geometry as ORCA input:
```
! RIJCOSX wB97M-V def2-TZVPD def2/J DEFGRID3
* xyz 0 1
N 0.98854 0.01706 -0.56622
C 1.41512 1.23880 0.00592
N 1.58428 2.25514 -0.89346
N 1.54927 1.45458 1.25184
H 1.44466 -0.75350 -0.09883
H 1.16471 -0.00954 -1.56063
H 1.26206 2.20585 -1.83984
H 2.01764 3.09763 -0.56779
H 1.38164 0.61462 1.79609
C -2.72896 -1.97181 0.35021
N -1.49193 -1.42705 0.48653
O -3.27766 -2.17747 -0.70560
H -3.18899 -2.24530 1.31462
H -1.22592 -0.97690 1.34329
H -0.89447 -1.32213 -0.31613
*
```

***

Which of them is least stable? Easy: *i*.

***

*i*
Density functional theory data (the ωB97M-V functional and the def2-TZVPD basis) for a single CH3ClOS molecule.

Computed properties:
LUMO level	-0.0201	hartree
HOMO	-9.46	eV
SMILES string	COSCl
HOMO-LUMO gap	0.328	Eh

Geometry as ORCA input:
```
! RIJCOSX wB97M-V def2-TZVPD def2/J DEFGRID3
* xyz 0 1
C -0.93083 -0.11094 0.00072
O 0.25473 -0.36728 -0.64091
S 1.82671 -0.36182 0.48838
Cl 2.75825 1.19224 -0.28789
H -1.88885 -0.06736 -0.72143
H -0.98037 0.74261 0.66277
H -1.03964 -1.02745 0.49836
*
```

***

*ii*
Density functional theory data (the ωB97M-V functional and the def2-TZVPD basis) for a single CH3ClOS molecule.

Computed properties:
LUMO level	0.0098	hartree
HOMO	-9.08	eV
SMILES string	COSCl
HOMO-LUMO gap	0.344	Eh

Geometry as ORCA input:
```
! RIJCOSX wB97M-V def2-TZVPD def2/J DEFGRID3
* xyz 0 1
C 0.03622 0.39023 -0.20902
O -1.05392 0.53440 -1.07441
S -2.57307 0.99917 -0.43801
Cl -3.64835 -0.66276 -0.77140
H 0.33565 1.35758 0.19033
H 0.87827 0.16658 -0.84069
H -0.00314 -0.46740 0.37772
*
```

***

Which of them is least stable? Easy: *i*.